DFT (ωB97M-V/def2-TZVPD) results for an isolated molecule of C2H6O2 at a distorted geometry.

CARTESIAN COORDINATES (ANGSTROEM)
C -0.355175 -0.161109 -0.757044
C -0.109863 -0.437562 0.710754
H 1.333506 0.548344 -1.181855
H -1.379230 0.216672 -0.848662
H -0.201113 -1.142720 -1.330088
H 1.009729 -0.660653 0.807598
H -0.603569 -1.344472 1.191625
H 0.247493 1.416379 1.232060
O 0.403415 0.934533 -1.327912
O -0.345192 0.630588 1.503523

Cartesian forces, eV/Å:
-1.44 -0.74 -0.97
2.80 -1.87 -0.17
-1.53 1.48 -0.72
-0.07 -0.54 -0.18
-0.29 1.39 0.49
-0.88 -0.28 -0.28
0.16 1.12 -1.17
-1.51 -1.96 0.46
2.38 -2.40 1.52
0.37 3.81 1.03

2S+1 ... 1
HOMO energy ... -10.1 eV
Charge ... 0
Energy relative to the best compared isomer or geometry (same formula, charge and spin) ... 109.25 kJ/mol
Calculated total energy ... -6265.123 eV
SMILES string ... OCCO

DFT (ωB97M-V/def2-TZVPD) results for an isolated molecule of C4H8N2O2 at a distorted geometry.

CARTESIAN COORDINATES (ANGSTROEM)
C -1.834297 0.775673 0.299301
C 0.083271 -0.577434 0.045310
C 1.493076 -0.689748 0.819453
C 2.249067 0.301118 -0.060951
H -1.729181 -0.873837 -1.445061
H -3.505759 -0.297429 -0.590695
H -2.241864 1.708859 0.642347
H -0.565333 -1.520202 0.018012
H 0.156760 -0.274012 -1.152264
H 1.775277 -1.766763 0.599778
H 1.231276 -0.338984 1.813173
H 0.843735 1.789055 -0.088843
N -2.370933 -0.154409 -0.731851
N -0.617946 0.553205 0.679982
O 1.833920 1.540314 -0.252728
O 3.198934 -0.175409 -0.594956

Cartesian forces, eV/Å:
2.81 -3.99 -2.68
-0.84 0.26 -1.08
-3.14 -0.11 -2.83
-0.02 -2.21 1.70
-2.84 3.16 3.41
4.26 0.20 -1.18
-1.24 -0.15 -0.15
1.07 1.05 0.55
0.41 -0.92 2.79
0.51 1.66 0.96
0.45 -0.47 0.21
2.35 -1.42 0.37
-2.61 0.04 0.32
-1.00 0.34 -0.72
-1.75 1.79 -0.31
1.60 0.75 -1.36

2S+1 ... 1
HOMO energy ... -9.6 eV
Charge ... 0
Energy relative to the best compared isomer or geometry (same formula, charge and spin) ... 397.00 kJ/mol
Calculated total energy ... -11349.998 eV
SMILES string ... N/C=N\CCC(=O)O

DFT (ωB97M-V/def2-TZVPD) results for an isolated molecule of C22H26N4O7S at a distorted geometry.

CARTESIAN COORDINATES (ANGSTROEM)
C -4.348992 -0.677702 -2.706054
C -2.987674 -0.353375 -2.189850
C -2.808743 0.511917 -1.117596
C -1.556815 0.824633 -0.631707
C -0.418881 0.268223 -1.212023
C -0.575912 -0.608314 -2.283229
C -1.841047 -0.903502 -2.755571
H -1.940972 -1.578108 -3.592726
H 0.294274 -1.044494 -2.744636
N 0.824820 0.624451 -0.685735
C 2.065441 0.206067 -1.076260
O 2.271711 -0.627213 -1.934714
C 3.180541 0.908664 -0.369840
C 3.123570 2.285625 -0.263641
C 4.226643 3.013179 0.168534
C 5.423336 2.357077 0.459889
C 5.492703 0.992765 0.361425
C 4.374699 0.220165 -0.021454
N 4.439710 -1.133410 -0.029460
C 5.656239 -1.879633 -0.263517
H 6.479372 -1.215530 -0.516647
C 5.990879 -2.740660 0.958684
H 6.858274 -3.372875 0.764732
O 4.921206 -3.611095 1.244660
C 3.737352 -2.892005 1.482865
H 2.962495 -3.634474 1.678392
C 3.335438 -2.008163 0.288492
H 2.456520 -1.430574 0.571267
H 3.087419 -2.630681 -0.578390
H 3.861556 -2.253497 2.372663
H 6.194990 -2.095117 1.827397
H 5.474084 -2.547809 -1.114977
H 6.415338 0.500622 0.623499
H 6.273400 2.939953 0.779386
N 4.136940 4.429836 0.287136
O 3.050125 4.945990 0.097984
O 5.147647 5.041420 0.578316
H 2.243158 2.834865 -0.565768
H 0.781777 1.313216 0.053597
H -1.490695 1.515901 0.195187
S -4.206547 1.287617 -0.307393
O -5.042083 1.949226 -1.265824
O -3.698383 2.067626 0.789388
N -5.040775 -0.073896 0.229910
C -6.484106 0.058311 0.311773
H -6.803790 0.646157 -0.547648
C -6.892100 0.742387 1.617977
O -6.371799 0.047446 2.731111
C -4.961734 0.010580 2.690740
C -4.467188 -0.680888 1.415034
H -3.382051 -0.604934 1.335770
H -4.758951 -1.736574 1.424056
H -4.646375 -0.541389 3.577896
H -4.555861 1.030826 2.720905
H -7.976515 0.742789 1.738644
H -6.518178 1.777058 1.610605
H -6.917220 -0.946109 0.261159
H -4.287012 -1.159427 -3.678494
H -4.940648 0.230854 -2.782963
H -4.860615 -1.343998 -2.012981

Cartesian forces, eV/Å:
-0.10 -0.12 -0.19
-0.02 -0.14 -0.18
-0.25 0.23 0.30
0.24 0.03 0.05
-0.48 -0.20 -0.28
0.20 0.01 0.00
-0.24 0.19 0.21
-0.04 -0.06 -0.09
0.00 -0.01 0.00
0.00 0.29 0.33
0.06 0.19 0.03
-0.07 -0.06 -0.09
0.31 -0.03 0.03
0.27 0.33 0.19
0.07 -1.39 -0.13
-0.28 0.38 -0.09
-0.08 -0.15 -0.12
-0.14 0.41 0.00
0.07 -0.18 -0.02
0.25 -0.26 0.28
-0.02 -0.02 -0.02
0.18 0.18 -0.28
0.01 0.09 0.01
0.05 -0.16 -0.05
-0.38 0.25 -0.09
-0.02 0.09 0.02
-0.07 -0.41 0.30
0.02 -0.07 0.01
-0.06 0.06 0.07
-0.03 -0.06 -0.06
0.01 -0.04 -0.07
0.10 0.05 0.01
0.05 -0.05 0.07
0.05 0.00 0.02
-0.07 0.72 0.07
-0.08 0.15 -0.02
0.08 0.12 0.03
-0.03 -0.01 -0.01
0.15 -0.18 -0.09
0.10 0.08 0.13
0.02 -0.50 0.04
-0.09 -0.10 -0.10
0.16 -0.15 -0.02
0.58 0.87 -0.50
-0.48 0.35 0.10
-0.21 -0.11 0.03
-0.10 -0.04 -0.28
-0.13 -0.14 0.06
0.31 -0.07 -0.04
0.17 -0.05 0.59
0.05 -0.19 0.15
0.08 0.07 -0.02
0.06 0.04 -0.07
-0.05 -0.15 0.09
0.06 0.07 -0.08
-0.10 -0.04 0.03
0.05 0.06 -0.03
-0.01 -0.02 -0.06
-0.11 -0.08 -0.14
-0.08 -0.06 -0.03

2S+1 ... 1
HOMO energy ... -8.4 eV
Charge ... 0
Energy relative to the best compared isomer or geometry (same formula, charge and spin) ... 558.38 kJ/mol
Calculated total energy ... -54360.859 eV
SMILES string ... Cc1ccc(NC(=O)c2cc([N+](=O)[O-])ccc2N2CCOCC2)cc1S(=O)(=O)N1CCOCC1